(1)
# C30H32AsF9N3OPPtSTe

A molecular structure, C30H32AsF9N3OPPtSTe (ωB97M-V with the def2-TZVPD basis set, the Open Molecules 2025 dataset).

Results
ΔE to the lowest compared entry with this formula, charge and spin (kJ/mol): 0.0
LUMO energy (spin up / spin down) (eV): 0.09 / -1.04
HOMO (spin up / spin down) (eV): -6.15 / -6.96
Spin multiplicity: 3

The geometry in XYZ format:
```
80
C30H32AsF9N3OPPtSTe, DFT ωB97M-V with the def2-TZVPD basis set
Pt 0.752 -0.355 1.148
C -0.034 -3.482 -1.037
As 1.182 -2.562 0.181
C 2.781 -2.663 -0.912
C 1.457 -3.991 1.484
H 0.304 -4.511 -1.153
H -0.019 -2.989 -2.007
H -1.053 -3.479 -0.652
H 2.943 -3.688 -1.246
H 3.619 -2.319 -0.313
H 2.650 -2.016 -1.779
H 0.832 -4.849 1.238
H 1.187 -3.617 2.469
H 2.506 -4.277 1.474
C 4.220 -3.121 4.188
S 3.440 -1.677 3.449
C 4.715 -0.495 3.877
O 3.588 -1.900 1.975
H 5.079 -3.373 3.565
H 3.503 -3.938 4.184
H 4.529 -2.909 5.211
H 4.695 -0.301 4.949
H 4.465 0.415 3.337
H 5.681 -0.888 3.562
F -5.866 3.130 2.192
C -5.545 3.334 0.904
F -5.553 4.664 0.699
F -6.546 2.822 0.160
C -4.220 2.722 0.544
C -3.934 2.469 -0.792
C -2.715 1.915 -1.138
C -1.765 1.605 -0.162
C -2.065 1.877 1.170
C -3.286 2.436 1.524
P -0.140 0.820 -0.537
C 0.866 2.207 -1.183
C 0.346 3.144 -2.075
C 1.140 4.163 -2.568
C 2.469 4.250 -2.168
C 3.002 3.321 -1.292
C 2.199 2.298 -0.803
C 3.341 5.333 -2.740
F 3.882 4.955 -3.918
F 2.651 6.462 -2.976
F 4.361 5.648 -1.925
C -0.519 -0.072 -2.096
C 0.450 -0.165 -3.094
C 0.233 -0.939 -4.224
C -0.963 -1.626 -4.369
C -1.934 -1.554 -3.379
C -1.701 -0.797 -2.244
C -1.219 -2.432 -5.611
F -1.831 -1.698 -6.562
F -0.081 -2.899 -6.152
F -2.012 -3.491 -5.369
H -4.666 2.692 -1.557
H -2.518 1.709 -2.182
H -1.339 1.644 1.938
H -3.508 2.624 2.566
H -0.688 3.088 -2.387
H 0.732 4.891 -3.255
H 4.035 3.393 -0.981
H 2.610 1.559 -0.126
H 1.384 0.375 -2.997
H 0.993 -1.001 -4.991
H -2.862 -2.100 -3.486
H -2.456 -0.767 -1.468
N -4.360 -0.793 2.307
C -3.150 -0.867 2.934
C -2.032 -1.445 2.297
N -0.854 -1.493 2.882
C -0.762 -1.010 4.130
C -1.867 -0.479 4.759
N -3.061 -0.392 4.169
H -4.415 -0.916 1.313
H -5.069 -0.234 2.748
H -2.115 -1.856 1.295
H 0.213 -1.038 4.600
H -1.795 -0.098 5.770
Te 1.486 1.597 2.713
```

(2)
# C30H32BCl2F11O29P

10 unconnected molecules or ions with the total composition C30H32BCl2F11O29P in a non-equilibrium geometry (ωB97M-V with the def2-TZVPD basis set, the Open Molecules 2025 dataset).

Results
LUMO energy (eV): -4.13
HOMO (eV): -12.33
Net charge: +1

The geometry in XYZ format:
```
106
C30H32BCl2F11O29P, DFT ωB97M-V with the def2-TZVPD basis set
C 2.311 -3.162 -0.760
C 1.193 -3.804 -1.484
Cl -0.115 -2.809 -1.849
C 1.107 -5.106 -1.849
Cl -0.304 -5.820 -2.489
P 2.451 -6.202 -1.702
F 3.041 -6.199 -0.294
F 1.863 -7.598 -1.862
B 3.771 -6.034 -3.174
O 4.960 -5.470 -3.072
O 3.321 -6.631 -4.303
H 3.201 -3.767 -0.694
H 2.584 -2.222 -1.209
H 1.946 -2.999 0.245
H 5.080 -4.847 -2.333
H 3.065 -5.996 -4.980
C -2.127 0.523 1.452
C -2.254 -0.272 2.730
O -1.656 -1.522 2.369
C -0.742 -1.254 1.402
O 0.103 -2.022 1.061
O -0.920 -0.034 0.891
F -3.546 -0.491 3.077
H -2.964 0.329 0.781
H -2.025 1.586 1.612
H -1.722 0.143 3.585
C -1.145 3.304 -2.008
C 0.331 3.632 -1.908
O 0.474 3.931 -0.525
C -0.476 3.247 0.148
O -0.490 3.080 1.325
O -1.411 2.771 -0.699
F 0.667 4.714 -2.639
H -1.738 4.205 -2.161
H -1.381 2.574 -2.777
H 1.002 2.810 -2.164
C 1.841 7.798 0.889
C 1.283 7.422 2.245
O -0.113 7.374 1.990
C -0.282 7.055 0.680
O -1.301 6.681 0.201
O 0.875 7.206 0.004
F 1.532 8.359 3.187
H 1.852 8.876 0.752
H 2.834 7.401 0.702
H 1.609 6.451 2.620
C -3.752 -3.775 3.731
C -4.923 -3.458 4.637
O -5.068 -4.666 5.367
C -3.852 -5.268 5.422
O -3.563 -6.155 6.151
O -3.008 -4.706 4.526
F -6.057 -3.210 3.943
H -4.083 -4.265 2.814
H -3.154 -2.909 3.480
H -4.749 -2.637 5.334
C 8.561 -2.033 -0.375
C 8.000 -2.418 0.979
O 6.591 -2.280 0.758
C 6.365 -2.482 -0.549
O 5.276 -2.674 -1.022
O 7.493 -2.442 -1.255
F 8.382 -1.581 1.957
H 8.700 -0.955 -0.456
H 9.486 -2.540 -0.627
H 8.209 -3.444 1.285
C -4.551 -2.558 -2.797
C -4.633 -2.806 -4.290
O -4.363 -1.516 -4.821
C -3.585 -0.852 -3.923
O -2.980 0.137 -4.156
O -3.596 -1.488 -2.729
F -5.861 -3.205 -4.678
H -5.508 -2.221 -2.398
H -4.205 -3.420 -2.233
H -3.893 -3.511 -4.675
C -4.593 0.101 -7.836
C -5.937 0.378 -8.475
O -6.018 1.787 -8.396
C -4.744 2.282 -8.406
O -4.458 3.410 -8.600
O -3.858 1.283 -8.167
F -6.959 -0.174 -7.775
H -4.675 0.015 -6.754
H -4.099 -0.783 -8.232
H -6.019 0.070 -9.518
C 2.786 12.450 -0.134
C 4.185 12.507 -0.712
O 4.913 11.688 0.190
C 4.053 10.782 0.722
O 4.374 9.809 1.315
O 2.773 11.149 0.470
F 4.697 13.757 -0.698
H 2.646 13.210 0.634
H 2.002 12.537 -0.881
H 4.278 12.098 -1.719
C -1.357 -6.593 8.624
C 0.020 -6.521 8.004
O 0.797 -7.299 8.890
C -0.033 -8.219 9.474
O 0.332 -9.172 10.067
O -1.324 -7.880 9.254
F 0.510 -5.253 7.971
H -1.488 -5.819 9.383
H -2.155 -6.533 7.893
H 0.085 -6.946 7.001
```

(3)
# C30H32BrCdCl2N7O6S

A molecular structure, C30H32BrCdCl2N7O6S (ωB97M-V with the def2-TZVPD basis set, the Open Molecules 2025 dataset).

Results
ΔE to the lowest compared entry with this formula, charge and spin (kJ/mol): 0.0
LUMO energy (eV): -0.51
HOMO (eV): -7.84

The geometry in XYZ format:
```
80
C30H32BrCdCl2N7O6S, DFT ωB97M-V with the def2-TZVPD basis set
Cd -0.327 -1.722 0.405
Cl -3.559 4.868 2.616
C -2.580 3.516 2.105
C -1.179 3.615 2.189
C -0.395 2.586 1.755
Cl 1.336 2.716 1.873
C -0.933 1.381 1.171
O -0.159 0.507 0.682
C -2.362 1.302 1.172
C -3.078 0.111 0.766
O -2.623 -0.917 0.275
C -3.152 2.374 1.637
H -0.728 4.506 2.612
H -4.170 0.167 0.921
H -4.233 2.280 1.607
Br -0.913 -4.332 -0.708
C -1.033 -5.076 1.059
C -1.292 -6.411 1.088
C -1.417 -7.070 2.330
C -1.285 -6.361 3.484
C -1.015 -4.970 3.460
C -0.889 -4.252 4.676
C -0.626 -2.917 4.663
C -0.471 -2.241 3.428
C -0.579 -2.870 2.213
C -0.869 -4.270 2.225
H -1.401 -6.965 0.163
H -1.621 -8.133 2.349
H -1.384 -6.852 4.448
H -1.007 -4.790 5.612
H -0.536 -2.369 5.595
H -0.252 -1.177 3.461
C -2.183 5.017 -0.643
C -2.724 3.781 -1.360
S -1.726 3.446 -2.789
O -0.441 2.981 -2.327
O -1.800 4.563 -3.699
C -2.582 2.068 -3.547
C -1.649 1.205 -4.407
N -0.757 0.385 -3.574
C -1.195 -0.530 -2.677
N -0.208 -0.920 -1.887
C 0.922 -0.301 -2.328
C 0.604 0.511 -3.354
N 1.526 1.318 -4.103
O 1.154 1.819 -5.152
O 2.670 1.352 -3.684
C -2.604 -1.019 -2.600
H -2.785 5.220 0.241
H -2.210 5.889 -1.297
H -1.151 4.855 -0.326
H -3.746 3.920 -1.725
H -2.663 2.884 -0.735
H -3.369 2.510 -4.160
H -3.030 1.493 -2.735
H -1.038 1.817 -5.052
H -2.244 0.550 -5.036
H 1.894 -0.440 -1.885
H -3.052 -1.091 -3.593
H -3.224 -0.373 -1.981
H -2.611 -1.999 -2.129
C 4.769 1.468 1.725
C 5.377 0.904 0.438
C 4.762 1.527 -0.819
C 5.427 -0.621 0.396
N 4.125 -1.309 0.290
C 2.869 -0.884 0.356
N 2.078 -1.915 0.185
N 2.873 -3.003 0.021
N 4.109 -2.646 0.081
H 5.013 2.529 1.817
H 5.163 0.957 2.608
H 3.679 1.392 1.751
H 6.434 1.177 0.446
H 3.673 1.445 -0.844
H 5.153 1.063 -1.729
H 4.998 2.593 -0.863
H 5.922 -1.004 1.286
H 6.005 -0.943 -0.465
H 2.527 0.126 0.532
```